--- i ---
DFT (ωB97M-V/def2-TZVPD) results for 4 unconnected molecules or ions with the total composition C4H16N2O2.

Computed properties:
Molecular weight = 124.18 Da
Net charge = 0
Gap between HOMO and LUMO = 4.58 eV

Last column: Löwdin charge in e.
Cartesian coordinates (Å):
C (2.423, 0.870, -0.684)  -0.21
N (3.294, -0.164, -0.264)  0.00
C (-2.924, 0.610, 0.677)  -0.07
C (-1.466, 0.302, 1.021)  -0.25
N (-1.127, -1.051, 0.725)  -0.02
C (-0.978, -1.246, -0.655)  -0.10
H (2.106, 1.382, 0.221)  0.09
H (1.549, 0.513, -1.290)  0.07
H (2.948, 1.633, -1.252)  0.08
H (2.737, -0.531, 0.508)  0.01
H (-3.571, -0.266, 0.519)  0.09
H (-2.976, 1.314, -0.153)  0.07
H (-0.803, 0.947, 0.373)  0.11
H (-1.284, 0.468, 2.075)  0.12
H (-0.094, -1.252, 1.182)  0.09
H (-1.679, -0.656, -1.224)  0.09
H (0.085, -0.882, -0.873)  0.11
H (-0.975, -2.293, -0.939)  0.10
H (3.343, -0.889, -0.948)  0.07
H (1.871, -2.056, 1.656)  -0.01
O (1.372, -1.417, 1.142)  -0.26
H (-3.366, 1.162, 1.504)  0.07
H (-0.474, 1.869, -2.074)  -0.01
O (-0.012, 1.634, -1.246)  -0.24

---

--- ii ---
DFT (ωB97M-V/def2-TZVPD) results for 3 unconnected molecules or ions with the total composition C4H16N2O2.

Computed properties:
Molecular weight = 124.18 Da
Net charge = 0
Structure (SMILES) = C[C@@H](N)CCN.O.O
Gap between HOMO and LUMO = 9.29 eV

Last column: Löwdin charge in e.
Cartesian coordinates (Å):
C (-1.327, -1.055, -2.068)  -0.07
C (-1.109, -0.314, -0.732)  -0.44
N (-0.074, -0.953, 0.090)  0.02
C (-0.790, 1.237, -0.956)  -0.15
C (-0.875, 1.945, 0.368)  -0.30
N (0.267, 1.754, 1.276)  -0.01
H (-2.345, -0.745, -2.361)  0.08
H (-0.589, -0.784, -2.822)  0.07
H (-1.253, -2.147, -2.033)  0.07
H (-1.979, -0.442, -0.081)  0.12
H (0.408, -0.322, 0.715)  0.03
H (0.515, -1.567, -0.450)  0.04
H (-1.416, 1.477, -1.820)  0.11
H (0.223, 1.185, -1.413)  0.12
H (-1.101, 3.023, 0.324)  0.10
H (-1.832, 1.670, 0.795)  0.10
H (-0.009, 2.352, 2.042)  0.07
H (1.174, 1.936, 0.876)  0.07
O (0.955, -2.061, 3.948)  -0.06
H (0.439, -1.915, 3.148)  0.02
H (1.714, -1.479, 3.873)  0.03
O (2.972, -0.599, -0.957)  -0.06
H (3.544, -1.135, -1.504)  0.03
H (2.485, -1.060, -0.260)  0.02

---

Tell me which of them is the least stable. Sure, it is i.

---

--- i ---
DFT (ωB97M-V/def2-TZVPD) results for C18H27N3O in the gas phase.

Computed properties:
Molecular weight = 301.43 Da
Net charge = 0
Structure (SMILES) = CC(C)N1CCN(Cc2c[nH]c3ccccc23)C[C@@H]1CCO
Gap between HOMO and LUMO = 8.73 eV

Last column: Löwdin charge in e.
Cartesian coordinates (Å):
C (-2.965, -2.796, -0.664)  -0.05
C (-3.334, -1.873, 0.507)  -0.40
C (-4.854, -1.665, 0.535)  -0.06
N (-2.654, -0.591, 0.569)  -0.12
C (-1.371, -0.546, 1.238)  -0.14
C (-0.168, -0.697, 0.304)  -0.16
N (-0.246, 0.312, -0.734)  -0.16
C (0.944, 0.334, -1.575)  -0.14
C (2.144, 0.755, -0.792)  -0.18
C (2.415, 2.016, -0.346)  -0.04
N (3.587, 2.026, 0.360)  0.08
C (4.100, 0.762, 0.386)  -0.21
C (5.260, 0.271, 0.972)  -0.03
C (5.523, -1.075, 0.835)  -0.10
C (4.656, -1.916, 0.132)  -0.10
C (3.507, -1.434, -0.452)  -0.03
C (3.212, -0.076, -0.331)  -0.14
C (-1.457, 0.118, -1.504)  -0.15
C (-2.691, 0.277, -0.594)  -0.29
C (-2.788, 1.755, -0.169)  -0.13
C (-3.874, 2.024, 0.873)  -0.27
O (-5.179, 1.875, 0.364)  -0.06
H (-1.897, -2.994, -0.682)  0.06
H (-3.485, -3.745, -0.553)  0.08
H (-3.260, -2.357, -1.615)  0.07
H (-3.063, -2.390, 1.436)  0.14
H (-5.351, -2.614, 0.723)  0.08
H (-5.219, -1.283, -0.416)  0.07
H (-5.122, -0.974, 1.329)  0.08
H (-1.287, 0.426, 1.736)  0.12
H (-1.340, -1.322, 2.006)  0.12
H (-0.138, -1.716, -0.127)  0.12
H (0.752, -0.546, 0.873)  0.12
H (0.760, 1.056, -2.376)  0.13
H (1.131, -0.652, -2.038)  0.12
H (1.847, 2.915, -0.484)  0.12
H (4.004, 2.835, 0.787)  0.16
H (5.929, 0.922, 1.515)  0.11
H (6.416, -1.491, 1.278)  0.10
H (4.900, -2.965, 0.049)  0.10
H (2.845, -2.094, -0.993)  0.10
H (-1.467, -0.874, -1.991)  0.12
H (-1.497, 0.878, -2.289)  0.13
H (-3.577, 0.021, -1.182)  0.14
H (-2.999, 2.355, -1.056)  0.12
H (-1.824, 2.066, 0.230)  0.11
H (-3.812, 3.062, 1.209)  0.12
H (-3.723, 1.363, 1.737)  0.11
H (-5.281, 0.958, 0.088)  0.05

---

--- ii ---
DFT (ωB97M-V/def2-TZVPD) results for C18H27N3O in the gas phase.

Computed properties:
Molecular weight = 301.43 Da
Net charge = 0
Structure (SMILES) = CC(C)N1CCN(Cc2c[nH]c3ccccc23)C[C@@H]1CCO
Gap between HOMO and LUMO = 8.55 eV

Last column: Löwdin charge in e.
Cartesian coordinates (Å):
C (-3.665, -2.648, 1.174)  -0.06
C (-3.176, -1.784, 0.006)  -0.41
C (-2.468, -2.667, -1.034)  -0.06
N (-2.416, -0.662, 0.521)  -0.12
C (-1.103, -0.915, 1.074)  -0.14
C (0.059, -0.651, 0.107)  -0.16
N (-0.057, 0.686, -0.446)  -0.15
C (1.087, 1.040, -1.277)  -0.14
C (2.335, 1.145, -0.464)  -0.17
C (2.683, 2.175, 0.360)  -0.04
N (3.884, 1.916, 0.963)  0.08
C (4.340, 0.702, 0.538)  -0.21
C (5.501, 0.010, 0.860)  -0.03
C (5.698, -1.218, 0.267)  -0.10
C (4.764, -1.749, -0.627)  -0.10
C (3.613, -1.068, -0.951)  -0.03
C (3.384, 0.178, -0.366)  -0.14
C (-1.309, 0.787, -1.171)  -0.14
C (-2.479, 0.599, -0.195)  -0.28
C (-2.519, 1.747, 0.830)  -0.13
C (-2.974, 3.088, 0.256)  -0.26
O (-2.021, 3.708, -0.577)  -0.08
H (-2.846, -3.201, 1.625)  0.07
H (-4.116, -2.016, 1.934)  0.08
H (-4.407, -3.362, 0.824)  0.07
H (-4.062, -1.349, -0.472)  0.14
H (-1.598, -3.154, -0.601)  0.07
H (-2.153, -2.079, -1.892)  0.06
H (-3.152, -3.437, -1.383)  0.08
H (-0.973, -0.262, 1.944)  0.12
H (-1.051, -1.945, 1.425)  0.11
H (0.069, -1.409, -0.697)  0.12
H (1.001, -0.725, 0.655)  0.12
H (0.866, 2.010, -1.734)  0.13
H (1.238, 0.306, -2.090)  0.13
H (2.157, 3.088, 0.560)  0.12
H (4.357, 2.525, 1.608)  0.15
H (6.222, 0.423, 1.550)  0.11
H (6.589, -1.783, 0.494)  0.10
H (4.957, -2.716, -1.069)  0.10
H (2.898, -1.489, -1.642)  0.10
H (-1.371, 0.031, -1.976)  0.12
H (-1.381, 1.774, -1.631)  0.11
H (-3.414, 0.619, -0.767)  0.15
H (-1.522, 1.865, 1.257)  0.11
H (-3.206, 1.459, 1.627)  0.12
H (-3.224, 3.763, 1.090)  0.11
H (-3.868, 2.964, -0.361)  0.12
H (-1.170, 3.679, -0.126)  0.08

---

Tell me which of them is the least stable. Sure, it is ii.

---

--- i ---
DFT (ωB97M-V/def2-TZVPD) results for 2 unconnected molecules or ions with the total composition CH2N2OS.

Computed properties:
Molecular weight = 90.11 Da
Net charge = 0
Gap between HOMO and LUMO (alpha / beta) = 8.15 / 9.30 eV

Last column: Löwdin charge in e.
Cartesian coordinates (Å):
C (1.214, -0.962, 0.101)  -0.32
N (1.716, -1.977, 0.083)  0.09
N (-0.668, 0.920, -1.099)  -0.22
O (0.703, 1.683, 0.646)  -0.40
S (0.008, 0.517, 0.194)  0.65
H (-1.226, 0.271, -1.737)  0.08
H (-1.747, -0.451, 1.813)  0.12

---

--- ii ---
DFT (ωB97M-V/def2-TZVPD) results for CH2N2OS in the gas phase.

Computed properties:
Molecular weight = 90.11 Da
Net charge = 0
Gap between HOMO and LUMO = 9.34 eV

Last column: Löwdin charge in e.
Cartesian coordinates (Å):
C (0.268, -1.365, 0.375)  -0.47
N (-0.590, -0.338, 0.593)  -0.31
N (-0.003, 1.600, -0.791)  -0.34
O (0.172, -2.377, -0.213)  0.08
S (-0.883, 1.094, 0.333)  0.90
H (1.241, -1.220, 0.773)  0.11
H (-0.205, 2.607, -1.071)  0.02

---

Tell me which of them is the least stable. Sure, it is i.

---

--- i ---
DFT (ωB97M-V/def2-TZVPD) results for a gas-phase ion, C2H8N5 (charge +1).

Computed properties:
Molecular weight = 102.12 Da
Net charge = +1
Gap between HOMO and LUMO (alpha / beta) = 7.86 / 8.06 eV

Last column: Löwdin charge in e.
Cartesian coordinates (Å):
C (-0.647, -0.592, -1.463)  -0.17
C (-1.070, 1.236, 0.001)  -0.21
N (-0.101, -1.181, -0.233)  0.08
N (-0.276, 0.609, 1.095)  0.07
N (-0.568, 0.762, -1.176)  0.10
N (1.712, -0.679, 0.949)  0.16
N (0.613, -0.201, 0.358)  -0.23
H (0.096, -0.963, -2.200)  0.15
H (-1.606, -1.045, -1.628)  0.15
H (-2.175, 1.341, 0.342)  0.18
H (-0.712, 2.287, -0.008)  0.13
H (0.376, -2.034, -0.334)  0.13
H (0.181, 1.174, 1.881)  0.18
H (1.628, -0.374, 1.924)  0.13
H (2.547, -0.340, 0.493)  0.14

---

--- ii ---
DFT (ωB97M-V/def2-TZVPD) results for 2 unconnected molecules or ions with the total composition C2H8N5.

Computed properties:
Molecular weight = 102.12 Da
Net charge = +1
Gap between HOMO and LUMO (alpha / beta) = 7.85 / 7.86 eV

Last column: Löwdin charge in e.
Cartesian coordinates (Å):
C (-0.924, 1.833, 1.392)  -0.05
C (0.343, -1.036, -1.481)  -0.54
N (-0.873, -0.589, -1.541)  0.22
N (-0.608, 0.647, 1.635)  -0.01
N (0.742, -1.721, -2.603)  0.17
N (1.212, -0.505, -0.607)  0.15
N (1.163, -0.528, 0.636)  0.14
H (-0.961, 2.677, 2.042)  0.08
H (-1.059, 2.066, 0.267)  0.11
H (-1.366, -0.417, -0.707)  0.03
H (0.077, -1.810, -3.352)  0.12
H (-0.489, 0.294, 2.573)  0.07
H (1.728, -1.575, -2.760)  0.11
H (0.477, -1.166, 1.150)  0.18
H (1.726, 0.247, 1.162)  0.22

---

Tell me which of them is the least stable. Sure, it is i.